Entry 1:
C20H32BaCl4F8N2O16S4 as an isolated structure. Source: the OMol25 dataset; level of theory: ωB97M-V/def2-TZVPD.

Geometry as XYZ:
```
87
Properties=species:S:1:pos:R:3:forces:R:3
Ba 1.3023 -0.2341 -3.3597 0.3 -0.8 0.2
C 2.0134 -4.4888 -7.1514 -0.8 0.5 -1.8
F 2.2837 -5.0755 -8.3279 0.4 0.7 0.3
F 1.3633 -5.3584 -6.4491 -0.2 -1.2 1.5
F 3.1667 -4.1382 -6.5483 -0.8 0.1 -0.3
S 0.7305 -3.0524 -7.4601 1.2 0.7 -0.9
O 1.4732 -1.8427 -7.3023 1.3 1.3 1.5
O 0.2103 -3.1593 -8.7979 0.0 -0.9 1.3
N -0.2672 -3.1738 -6.1478 3.0 0.6 -0.7
S -1.5400 -3.8210 -6.7014 -6.1 -1.7 -1.7
O -2.4952 -2.8341 -7.2202 1.0 -0.8 1.8
O -1.4071 -4.9465 -7.6030 0.6 0.1 1.2
C -2.2777 -4.7138 -5.0981 -0.5 0.6 -1.3
F -2.2945 -3.9515 -3.9812 0.8 -0.3 -0.2
F -3.5623 -4.9944 -5.3356 0.4 -0.1 -0.3
F -1.6234 -5.8723 -4.9194 -0.1 0.9 0.4
N 0.4246 0.6522 0.8937 -6.3 -2.4 -2.3
S 0.9817 1.4974 1.9556 8.3 5.3 6.8
O 1.4731 0.7608 3.1294 -1.0 1.3 -2.0
O 0.5533 2.8872 2.1981 -0.1 -2.8 -0.9
F 2.3494 1.7199 1.0704 0.2 0.3 0.2
S -1.1378 0.6472 1.5798 -5.8 -2.7 0.1
O -2.1748 1.3373 0.8037 2.6 0.0 1.1
O -1.3374 0.5358 3.0512 1.4 0.9 -3.8
F -1.5048 -0.8516 1.1098 0.8 -0.1 0.0
Cl -2.3768 5.3004 8.1878 0.5 -0.6 -0.6
C -2.0353 4.3506 6.6486 -0.7 0.0 0.6
C -3.2949 4.4106 5.8143 -0.4 0.4 -0.6
Cl -3.6558 6.1210 5.3489 0.0 -0.3 -0.1
H -1.8487 3.3165 6.9383 0.0 0.1 0.1
H -1.1434 4.7505 6.1662 -0.3 0.2 0.1
H -4.1878 4.0327 6.3123 0.3 0.2 0.4
H -3.2692 3.8602 4.8738 0.6 0.0 0.0
Cl -8.7418 -1.9228 -0.6848 -0.3 -0.8 -0.3
C -7.6521 -0.8260 0.1405 -0.2 0.4 1.4
C -8.2940 -0.5483 1.5982 0.7 0.8 -1.9
Cl -7.2171 0.4998 2.5566 0.1 0.0 0.0
H -7.6289 0.0326 -0.5307 -0.3 0.5 0.8
H -6.6197 -1.1735 0.1027 -0.2 -0.5 0.6
H -8.5730 -1.3798 2.2454 0.3 -0.3 -0.7
H -9.1814 0.0397 1.3640 -0.1 -0.1 0.3
C 5.8275 0.7009 -2.2074 -0.3 -1.8 -0.1
O 4.9977 -0.5081 -2.1360 -0.4 0.9 0.5
C 5.7317 -1.6881 -1.8754 -0.6 -1.2 -0.2
C 4.8165 -2.9343 -1.3803 0.6 1.4 0.2
O 3.6045 -3.1299 -2.0938 0.1 1.8 -1.7
C 2.9633 -4.3047 -1.6989 0.6 -0.9 0.8
H 6.6212 0.5419 -2.9373 -0.2 0.2 -0.6
H 6.3893 0.8459 -1.2847 -0.6 0.4 0.4
H 5.1127 1.4705 -2.4989 0.6 0.3 0.3
H 6.5371 -1.5262 -1.1590 -0.4 0.1 0.8
H 6.3225 -1.8546 -2.7762 -0.3 -0.9 -0.4
H 4.5030 -2.8433 -0.3403 0.3 0.7 0.3
H 5.4375 -3.8289 -1.3345 0.2 -0.2 -0.7
H 1.9604 -4.4820 -2.0872 0.1 0.6 -0.4
H 2.9107 -4.2567 -0.6113 -0.2 -0.6 0.2
H 3.6010 -5.1271 -2.0232 -0.2 -0.4 0.2
C 2.5191 8.1931 -0.1762 0.5 -0.2 -0.8
O 1.1817 7.9748 -0.5373 -1.6 1.6 1.4
C 0.2530 8.8499 0.2333 0.7 -0.4 -1.1
C -1.2235 8.4208 -0.0291 2.4 0.3 -1.1
O -1.5959 8.4687 -1.4721 -0.9 1.3 1.8
C -2.5783 9.5314 -1.8027 0.9 -0.9 0.4
H 3.0756 7.7328 -0.9926 0.3 -0.2 0.2
H 2.8288 7.7648 0.7771 -0.3 -0.3 0.2
H 2.8485 9.2321 -0.1642 -0.4 0.4 0.0
H 0.4624 9.9091 0.0831 0.0 0.2 -1.1
H 0.5106 8.8199 1.2920 -0.3 -0.9 0.4
H -1.7866 9.0546 0.6560 -0.7 -0.2 -0.4
H -1.1026 7.3946 0.3179 -1.2 -0.3 -0.3
H -2.2966 10.5103 -1.4146 0.3 0.0 0.1
H -3.5830 9.3151 -1.4394 0.0 -0.3 0.2
H -2.6425 9.6058 -2.8882 0.3 -0.2 0.1
C 2.4240 -6.4045 4.5323 0.7 0.7 0.3
C 1.9776 -5.1917 4.8913 0.2 0.8 0.8
C 0.5723 -4.8836 5.3697 -1.1 0.5 -0.1
O 0.1807 -3.8728 5.9824 1.8 -1.9 -1.4
C -0.3045 -5.9448 4.9349 -0.3 -1.7 -0.7
C 0.1328 -7.1224 4.3532 -2.4 0.3 1.3
C 1.5593 -7.5108 4.2312 0.9 1.6 0.2
O 1.9539 -8.5852 3.8554 -0.6 -1.0 -0.3
O -0.7616 -8.0965 4.0606 0.2 1.1 0.1
O 2.8456 -4.1925 4.9305 0.4 0.3 0.0
H 3.4995 -6.4360 4.4396 0.1 -0.5 -0.4
H -1.3581 -5.7839 5.1092 -0.1 -0.2 -0.1
H -0.2928 -8.8303 3.6563 0.4 -0.4 -0.1
H 2.3806 -3.3919 5.1844 -0.2 0.5 0.3
```
Forces are in eV/Å.

Computed properties:
- Total energy: -6352.16120 hartree
- HOMO level: -9.6 eV
- Total charge: 0

=====

Entry 2:
C4H10N3 as an isolated structure. Source: the OMol25 dataset; level of theory: ωB97M-V/def2-TZVPD.

Geometry as XYZ:
```
17
Properties=species:S:1:pos:R:3:forces:R:3
C 0.2954 1.0739 -0.4450 0.5 1.5 -2.1
C 1.5847 0.6038 -0.2637 -3.7 1.7 -0.9
C -0.6774 -0.0524 -0.2807 0.2 0.0 1.6
C -1.5812 0.3073 1.0353 3.0 0.6 -2.4
N 0.2553 -1.1088 0.0341 3.1 -0.1 1.2
N -1.5478 -0.5397 -1.2910 -2.9 2.6 -1.0
N 1.4835 -0.6667 0.0298 -3.7 -4.7 -0.5
H -0.0336 2.0704 -0.8856 0.6 -1.4 1.0
H 2.5637 0.9076 -0.4027 1.5 1.5 -0.1
H -2.3638 0.9220 0.6767 -0.6 0.9 0.1
H -0.8744 0.7057 1.7295 -0.1 0.8 0.8
H -1.9090 -0.5942 1.3640 -1.3 -2.6 1.0
H 0.1391 -2.0776 0.4381 -0.3 1.4 -0.9
H -1.3405 -0.5074 -2.3136 0.8 -0.1 1.3
H -2.2922 0.2146 -1.1974 0.3 -1.8 -0.7
H 2.8884 -0.7649 0.6203 2.7 0.0 2.2
H 3.4098 -0.4935 1.1519 0.0 -0.4 -0.5
```
Forces are in eV/Å.

Computed properties:
- Total energy: -322.24617 hartree
- HOMO level (alpha / beta): -14.9 / -14.9 eV
- Total charge: +1

=====

Entry 3:
A 2-piece molecular cluster, C11H25N4O2S overall. Source: the OMol25 dataset; level of theory: ωB97M-V/def2-TZVPD.

Geometry as XYZ:
```
43
Properties=species:S:1:pos:R:3:forces:R:3
C -1.8820 1.3513 3.1842 0.8 -0.5 -1.2
C -1.1803 0.7107 1.8677 -0.5 0.4 0.4
C -0.4383 -0.6654 2.1982 0.2 0.9 0.9
C -2.3067 0.6322 0.7249 0.7 0.0 -0.4
C -2.5461 -0.8081 0.0844 -1.3 0.6 -1.6
C -3.9359 -0.7077 -0.7524 -0.1 0.3 0.6
C -1.3663 -1.0427 -0.9927 -1.3 2.6 1.4
O -1.1577 -2.4607 -1.3084 0.8 1.2 -0.4
N 0.1792 -2.6552 -1.3812 1.8 -3.4 2.4
C 0.8669 -3.6078 -0.5823 1.5 2.6 -2.4
N 2.2733 -3.5450 -0.8661 -3.9 2.9 -2.3
C 2.3517 -2.5186 -1.8728 -2.7 -1.3 1.5
N 3.4287 -1.9995 -2.5113 0.7 0.4 0.1
N 1.0514 -1.9931 -2.1787 1.7 -1.8 1.4
H -1.2459 1.0417 4.0733 -1.1 0.7 -0.9
H -1.8760 2.4850 3.0179 -0.2 -1.6 0.6
H -2.9392 0.9368 3.2336 1.3 0.7 0.4
H -0.4037 1.4701 1.5274 -0.8 -1.1 0.5
H 0.3953 -0.8370 1.4443 -1.1 -0.2 0.9
H 0.0726 -0.5193 3.2182 -0.6 -0.3 -1.6
H -1.1318 -1.5583 2.3372 0.9 1.1 -0.4
H -1.9657 1.3221 -0.1322 -0.7 -0.9 1.1
H -3.2926 1.0644 1.1083 1.4 -0.8 -0.5
H -2.6526 -1.6586 0.8242 0.5 1.1 -0.8
H -4.3942 -1.7245 -0.9648 0.7 1.2 0.0
H -4.7162 -0.1057 -0.1632 1.2 -1.0 -0.7
H -3.7602 -0.1165 -1.7118 -0.3 -0.9 1.1
H -0.4456 -0.5328 -0.5526 -0.8 -1.3 -0.6
H -1.6565 -0.4176 -1.9142 0.5 -1.4 1.0
H 0.2949 -4.2557 0.1485 1.0 0.9 -1.1
H 3.5999 -2.1513 -3.5123 -0.2 0.1 0.9
H 4.0717 -1.3974 -1.9785 -0.4 -0.8 -0.6
H 0.7374 -1.2536 -2.8158 0.3 -0.4 0.3
C 3.4024 2.3309 0.7292 0.0 -0.1 0.0
S 2.2477 3.6149 0.2038 -0.2 0.0 0.1
O 0.9312 3.3238 0.8456 0.3 -0.2 -0.3
C 2.1410 3.0784 -1.5170 0.0 -0.1 -0.1
H 3.5865 2.4489 1.7972 -0.1 0.1 -0.1
H 2.9733 1.3446 0.5419 -0.1 0.0 0.0
H 4.3426 2.4418 0.1861 0.0 0.1 0.0
H 1.7907 2.0449 -1.5639 0.0 0.0 0.1
H 3.1219 3.1650 -1.9878 0.0 0.0 0.1
H 1.4332 3.7247 -2.0364 0.0 0.0 0.1
```
Forces are in eV/Å.

Computed properties:
- Total energy: -1201.37020 hartree
- HOMO level: -11.5 eV
- Total charge: +1

=====

Entry 4:
A 2-piece molecular cluster, C4H8N3O2 overall. Source: the OMol25 dataset; level of theory: ωB97M-V/def2-TZVPD.

Geometry as XYZ:
```
17
Properties=species:S:1:pos:R:3:forces:R:3
C -0.7072 0.4877 0.0550 -1.4 -2.4 0.5
C 1.6429 0.2372 -0.0800 -1.0 -1.3 0.7
C 1.2258 1.7086 -0.0354 3.1 0.8 -0.4
C 0.2810 -1.7482 0.1347 -1.8 -3.2 0.7
N 0.3028 -0.3552 0.0352 0.6 -0.4 -1.1
N -0.2048 1.6751 0.1470 -1.9 4.0 0.3
N -3.2912 -0.6354 -0.1394 1.1 2.3 0.2
O -3.5174 0.4385 -0.4540 -0.5 -3.0 0.5
O -3.1455 -1.6657 0.2965 -0.6 1.3 -0.7
H 2.1567 -0.2227 -0.9657 -0.4 1.1 0.5
H 2.1289 -0.1850 0.7988 0.7 0.7 0.1
H 1.9342 2.2843 0.6889 -1.9 -0.6 -1.2
H 1.3648 2.0120 -1.0608 0.5 1.0 -0.2
H 1.0993 -2.1106 0.8268 -1.0 0.3 -0.6
H -0.7518 -2.0957 0.5182 1.8 0.5 -0.1
H 0.3419 -2.3492 -0.8074 0.5 0.9 0.3
H -0.8605 2.5242 0.0416 2.0 -1.9 0.3
```
Forces are in eV/Å.

Computed properties:
- Total energy: -471.44931 hartree
- HOMO level (alpha / beta): -12.3 / -12.3 eV
- Total charge: +1

=====

Entry 5:
C21H24HoNO3S4Sb as an isolated structure. Source: the OMol25 dataset; level of theory: ωB97M-V/def2-TZVPD.

Geometry as XYZ:
```
55
Properties=species:S:1:pos:R:3:forces:R:3
Ho -0.0048 -0.5449 1.2616 -0.3 -0.4 -0.3
C -3.4115 -1.6558 1.1969 0.0 -0.1 -0.1
O -2.3834 -1.2559 0.2897 0.1 0.3 0.2
C -2.7030 -1.5523 -1.0474 -0.1 -0.1 0.0
C -1.6835 -0.8774 -1.9336 0.1 0.0 -0.1
O -0.3688 -1.0390 -1.4508 0.1 0.1 0.3
C 0.4012 -2.1003 -1.9891 0.0 0.2 -0.2
C 0.1849 -3.4058 -1.2832 0.0 -0.1 0.1
O 0.4544 -3.2213 0.0819 0.1 0.1 -0.1
C 0.7072 -4.4510 0.7411 0.0 0.0 0.0
H -4.3470 -1.1555 0.9271 0.0 0.0 0.0
H -3.1019 -1.3583 2.1920 0.1 0.0 0.1
H -3.5410 -2.7415 1.1443 0.0 0.0 0.0
H -3.6945 -1.1552 -1.2967 -0.1 0.0 0.0
H -2.7302 -2.6386 -1.1911 0.0 0.0 0.0
H -1.8688 0.1952 -1.9476 0.0 0.1 0.0
H -1.7690 -1.2575 -2.9566 0.0 0.0 0.0
H 1.4393 -1.7977 -1.8585 0.0 0.0 0.0
H 0.1852 -2.2153 -3.0578 0.0 0.0 0.0
H 0.8782 -4.1348 -1.7230 0.0 -0.1 0.0
H -0.8334 -3.7927 -1.4216 0.0 0.0 0.0
H -0.1534 -5.1223 0.6447 0.0 0.0 0.0
H 0.8621 -4.2375 1.7924 0.0 0.0 0.0
H 1.5914 -4.9249 0.2982 0.0 0.0 0.0
S -1.6442 0.8852 2.8411 0.1 0.0 0.0
Sb 0.2596 0.6810 4.2772 0.0 0.1 0.6
S -0.7952 -2.5406 3.0121 -0.1 -0.3 0.0
S 1.0559 -1.7047 3.4578 -0.2 0.4 -0.1
S 1.8135 1.8713 3.0700 0.0 -0.2 0.0
C 4.5245 -0.8908 -0.2289 0.0 0.1 0.0
C 4.7982 0.4022 -0.6583 -0.1 0.0 0.0
C 3.7890 1.3528 -0.6146 0.1 0.0 -0.2
C 2.5140 1.0049 -0.1663 0.0 0.2 0.0
C 2.1974 -0.2934 0.2599 -0.1 0.1 0.0
C 3.2463 -1.2119 0.2181 0.1 -0.1 0.0
C 1.4623 2.0558 -0.0993 0.1 -0.1 -0.2
C 1.8288 3.4325 -0.0604 0.1 0.0 0.0
C 0.8775 4.3898 -0.0625 -0.1 0.1 0.0
C -0.4890 4.0221 -0.0974 0.0 0.1 0.0
C -1.5373 4.9696 -0.1220 0.0 0.0 0.0
C -2.8413 4.5640 -0.1348 0.0 -0.1 0.0
C -3.1414 3.1839 -0.1059 0.0 0.1 0.0
C -2.1425 2.2540 -0.0702 0.0 0.0 0.0
C -0.7829 2.6480 -0.0810 0.0 -0.1 0.0
N 0.1957 1.6872 -0.0803 -0.2 -0.1 0.1
H 5.3068 -1.6423 -0.2312 0.0 0.0 0.0
H 5.7846 0.6731 -1.0143 0.0 0.0 0.0
H 4.0045 2.3571 -0.9637 0.0 0.0 0.0
H 3.0677 -2.2271 0.5681 0.0 0.0 0.0
H 2.8721 3.6976 0.0235 0.0 0.0 0.0
H 1.1445 5.4400 -0.0086 0.0 0.0 0.0
H -1.2842 6.0244 -0.1243 0.0 0.0 0.0
H -3.6424 5.2925 -0.1489 0.0 0.0 0.0
H -4.1756 2.8604 -0.0805 0.0 0.0 0.0
H -2.3767 1.2019 0.0130 0.0 0.0 0.0
```
Forces are in eV/Å.

Computed properties:
- Total energy: -3876.36900 hartree
- Multiplicity: 5
- HOMO level (alpha / beta): -3.4 / -3.4 eV
- Total charge: -1